Below is a molecular structure, C43H56N7OS2Ti, with properties calculated with the ωB97M-V functional and the def2-TZVPD basis.

The total charge is +3. The value obtained for the energy above the lowest of the compared OMol25 structures with the same formula, charge and spin is 12.1 kcal per mole. The value obtained for the frontier orbital gap is 6.200 eV. As for the energy: -3775.79449 Eh.

Element x y z (Å)
Ti 0.2087 0.8065 -0.0661
S -3.0787 3.4224 2.1249
S 2.6491 4.9336 -0.1371
O -0.2970 1.1608 -1.8631
N -3.5386 1.5274 0.2462
N 2.8996 2.8343 -1.7509
N -1.0832 -0.2000 1.1379
N 1.2131 2.7943 -0.0902
N -1.3695 2.4164 0.5041
N -1.0438 0.7659 -3.9224
N 0.9661 -0.9326 -0.3741
C 2.2479 3.3593 -0.7113
C -0.5573 1.5969 -3.0462
C -2.8846 0.1486 4.3775
C -1.3927 1.0930 -5.3221
C -1.4723 4.0264 2.1693
C -4.7336 -1.3201 2.1301
C 1.5812 -3.0787 0.7371
C 3.3302 -1.7550 -0.3359
C -0.7249 3.4157 1.2283
C 1.7415 2.1567 3.3339
C 2.5272 -4.0699 0.9738
C 3.8421 -3.9371 0.5794
C 1.6617 -0.3347 3.0615
C -3.3697 -1.6652 2.7376
C 1.9872 -1.9109 0.0497
C -2.0854 1.1006 4.9784
C -0.8573 1.4191 4.4146
C 0.2087 -3.8063 2.7434
C 0.7944 3.1749 -4.4735
C 1.2544 4.9099 0.8739
C -0.4982 0.8947 3.1870
C -0.2983 3.0248 -3.3931
C -1.4215 0.0779 2.4947
C -1.9233 -2.6486 -2.9269
C -2.5593 -0.4367 3.1538
C 0.1850 -3.3491 1.2769
C -0.5512 -2.8469 -3.1542
C 0.3061 2.9167 -5.8960
C -1.3850 -1.3653 -0.9493
C 0.3919 -2.3145 -2.3024
C 4.2329 -2.7750 -0.0557
C -2.6411 2.3593 0.8514
C -1.8583 -0.8265 0.2998
C -0.0043 -1.5419 -1.2021
C -3.5742 -2.6087 3.9317
C 0.9538 0.9862 2.7542
C 3.9145 -0.5313 -1.0086
C -0.5606 -4.3998 0.4459
C 0.6120 3.7376 0.7621
C 3.3514 -0.2621 -2.4066
C -0.1905 1.4992 -6.1640
C 3.9107 0.6345 -0.0195
C -2.3306 -1.9274 -1.8304
H -1.5603 -4.5655 0.8536
H -1.2289 3.4718 -3.7565
H 2.7768 1.8656 -1.9931
H 2.2884 0.0070 -2.4083
H -1.1894 4.8068 2.8579
H 1.6369 2.5172 -4.2376
H 2.8930 0.9674 0.2268
H 0.6116 0.7686 -6.0208
H -0.3684 -2.4166 1.2539
H -4.3093 -2.2237 4.6376
H 2.6995 -0.3115 2.7283
H 4.9661 -0.7695 -1.1732
H 3.4457 -1.1584 -3.0206
H -1.1632 -0.1960 -3.6248
H 2.6962 2.2574 2.8154
H -0.4941 3.6265 -6.1287
H 1.1182 3.1400 -6.5881
H -0.6573 -4.1228 -0.6040
H -5.2826 -2.2309 1.8907
H -2.6439 -2.7844 4.4717
H -0.8071 -3.8074 3.1416
H -0.0330 -5.3540 0.4853
H -2.7796 -2.2399 2.0170
H 3.9302 0.5116 -2.9183
H 4.3696 0.3142 0.9159
H 0.5841 -4.8248 2.8377
H -0.0195 3.5353 -2.4731
H 4.5576 -4.7250 0.7727
H 4.4740 1.4916 -0.3852
H 1.2032 3.0994 3.2748
H -4.5055 1.6479 0.5129
H -4.6686 -0.7149 1.2226
H 2.2211 -4.9685 1.4919
H 1.1581 -1.1757 2.5911
H -0.1727 2.0555 4.9580
H -1.8614 0.1970 -5.7225
H 5.2652 -2.6537 -0.3586
H -3.9500 -3.5671 3.5723
H 0.9529 5.7868 1.4238
H 1.6512 -0.4924 4.1408
H -2.3765 1.5332 5.9265
H 1.9715 1.9566 4.3807
H -5.3290 -0.7555 2.8500
H -2.6524 -3.0968 -3.5885
H 1.0703 1.1315 1.6402
H 1.4462 -2.4948 -2.4630
H -3.4208 1.4306 -0.7517
H -3.3861 -1.8138 -1.6109
H -0.4903 1.4258 -7.2102
H -3.7750 -0.1855 4.8927
H -2.1503 1.8795 -5.3159
H 0.8252 -3.1673 3.3755
H -0.2295 -3.4382 -4.0024
H 1.1699 4.1960 -4.4098
H 3.7281 3.2882 -2.1022
H -2.8922 -1.0041 0.5501

Mulliken atomic charge list, values in e, 99 entries: -1.185 -0.132 -0.188 0.559 0.022 0.102 1.600 1.179 1.068 -0.248 1.459 -0.178 0.084 -0.377 -0.850 -0.434 -1.385 0.566 0.575 0.142 -2.399 -0.521 -1.644 -0.446 0.897 -0.455 -1.692 0.025 -1.466 -0.435 -0.278 -0.089 -0.599 0.081 -1.524 1.084 1.171 -1.079 -0.974 1.222 -0.967 -0.887 -0.269 -0.181 0.794 -1.755 2.344 0.745 -1.496 -1.426 -2.014 -0.670 -2.339 -0.448 0.392 0.856 -0.739 0.210 0.543 0.107 0.865 0.321 -0.560 0.495 0.237 0.992 0.432 0.184 0.236 0.357 0.396 0.260 0.422 0.410 0.300 0.445 -0.215 0.463 0.528 0.562 -0.105 0.439 0.483 0.580 0.375 0.189 0.447 -0.514 0.540 0.476 0.502 0.431 0.581 0.597 0.505 0.653 0.391 0.515 -0.929

Below is a molecular structure, C69H142InN7O13 in a non-equilibrium geometry, with properties calculated with the ωB97M-V functional and the def2-TZVPD basis.

The total charge is 0. The value obtained for the energy above the lowest of the compared OMol25 structures with the same formula, charge and spin is 0.0 kcal per mole. The value obtained for the frontier orbital gap is 2.980 eV. As for the energy: -4265.15075 Eh.

Element x y z (Å)
In 0.2336 -0.3627 -0.0719
O 1.3862 1.4860 2.1850
O 5.0749 1.9095 -3.4235
O -2.2471 0.7257 1.5927
O -1.1682 0.7128 -2.5238
O -2.6862 -4.1243 -7.0015
O 1.0313 4.0377 5.1329
O -3.2243 3.2764 -0.2622
O -0.0778 -3.2469 0.9372
O -0.3833 2.2986 -1.3543
O -0.5962 -3.0545 -1.1319
O 2.5678 -0.2222 -2.2486
O 4.4426 -3.6545 5.4709
O 2.7362 -0.0797 1.7875
N 4.9550 3.2884 -3.4434
N -2.7910 -3.9006 -5.5756
N 4.5261 -4.5668 4.3973
N -0.2895 3.6907 5.4216
N -2.6466 -0.4999 1.9130
N -4.0563 4.2365 -0.6484
N 2.9636 -1.5957 -2.5085
C -3.4054 -2.5439 -3.5244
C 4.9377 3.4569 -1.0229
C -4.9631 -2.7991 -5.5973
C -1.0207 5.9220 4.4667
C 2.7665 3.3685 -2.2158
C 4.1575 -1.9743 -0.4671
C 2.4021 0.8367 2.5315
C -3.6080 -3.7763 -2.7414
C 5.3861 -5.7179 4.6850
C -4.8203 6.7057 -0.6441
C -1.9215 3.0294 7.1706
C -0.6210 -5.2198 -0.1913
C -4.0506 -2.4464 1.3448
C -4.0504 -5.9612 -5.1394
C -2.5481 6.0728 0.1052
C -0.5032 3.5187 6.8605
C -4.0364 -2.8848 2.7890
C -0.9091 1.9267 -2.4271
C 5.0444 -6.7146 5.8463
C -2.7204 -4.8777 -3.2469
C -0.3693 -3.7584 -0.1220
C -6.1626 6.2801 -1.2094
C 2.8839 -3.2613 3.1560
C -5.8800 5.0832 -2.1473
C -3.3719 -0.0526 4.3562
C -3.5253 -2.7001 -5.0652
C -0.9952 3.8838 3.1019
C -1.1289 2.8781 -3.6276
C -1.1795 4.4014 4.5688
C -1.6349 -5.9926 -5.1649
C 2.0155 -5.1845 4.5082
C -4.6700 5.4223 1.5045
C 3.4874 -1.1518 -4.9310
C -5.2990 3.8486 -1.4199
C -5.1044 -0.1590 1.4411
C 3.2380 -4.6690 3.6412
C -4.0733 5.5846 0.0771
C -2.6659 4.0171 4.9014
C 5.5570 -6.5448 3.3330
C -3.8070 -0.9341 1.0887
C 4.4808 3.7474 -4.7523
C 4.2537 -1.9609 -1.9416
C -6.4161 3.1280 -0.4792
C -0.1038 4.6738 7.6962
C -3.5701 -0.7002 -0.3994
C 2.9017 -3.5578 -4.3001
C 3.1226 3.1501 -5.2995
C 5.5831 3.3110 -5.8109
C 5.4782 -1.1079 -2.3449
C -2.4221 -0.8838 3.3648
C 6.7718 -5.0996 4.9391
C 3.4269 -5.6731 2.4419
C -2.8327 -2.3560 3.5129
C -3.0515 3.7027 6.3683
C 3.0474 0.9034 3.9442
C -2.8114 -5.1765 -4.8324
C 2.6527 -2.0236 -3.9412
C 4.5114 -3.4326 -2.3589
C -0.8875 -0.6687 3.7736
C 4.3264 5.3386 -2.3962
C 4.3078 -3.9117 -3.8790
C 1.0833 -1.7025 -4.1644
C 0.4166 2.4140 7.2982
C 4.4943 5.2972 -4.8624
C 4.1864 3.8349 -2.3238
C 3.7589 5.9322 -3.7010
C 4.2397 -6.8905 2.7052
C -2.8494 -1.4431 -5.6210
C -4.8897 2.9003 -2.5539
H -4.2545 -1.8877 -3.3333
H 6.0154 3.5761 -1.1345
H 6.4259 -1.5610 -2.0541
H -0.4648 4.7851 8.7187
H -1.1501 2.8048 3.1023
H 2.2617 0.8877 4.6995
H 2.3201 3.8379 -5.0330
H -5.4291 -0.2765 2.4749
H 5.0478 -3.4798 -4.5527
H -1.7508 4.2592 2.4118
H 3.7548 5.8517 -1.6228
H 5.3867 5.5906 -2.4120
H 3.6322 -7.5885 3.2811
H 3.0514 3.1286 -6.3870
H 1.6547 -4.5897 5.3473
H -3.2167 4.6151 6.9412
H 4.3743 -1.6803 -5.2806
H 4.6186 3.9510 -0.1052
H 4.3841 -4.9829 -4.0657
H -3.5163 -0.5827 -5.5647
H -0.7246 -1.0423 4.7845
H -5.5709 -3.5232 -5.0548
H -1.7706 -3.8558 -7.1073
H -0.5558 0.3664 3.6926
H -0.1510 2.9858 -4.0967
H 2.8610 2.1094 -5.1079
H -6.1971 2.0704 -0.3322
H -3.5627 0.3463 -0.7042
H -6.5910 7.1347 -1.7331
H -5.6396 5.8861 1.6860
H -4.9197 0.9152 1.4535
H -4.8817 -5.5236 -4.5866
H 3.9146 -5.0350 1.7050
H 3.7274 -2.7378 2.7060
H -5.4986 -1.8635 -5.4357
H -4.1326 5.8995 2.3240
H -3.3918 -3.6869 -1.6768
H -6.4752 3.5344 0.5304
H 3.3087 0.1638 -2.7215
H 7.4919 -5.7821 5.3905
H -1.6971 3.7749 -3.3807
H -1.6907 -6.3139 -6.2049
H -1.9727 -3.0053 3.3490
H -3.8889 -3.9575 2.6632
H -3.0594 -2.4986 4.5695
H -1.7099 -4.5578 -2.9927
H 1.4923 2.5443 7.1805
H -2.5961 -1.5236 -6.6781
H 0.2601 1.5031 6.7205
H 5.1430 -2.2459 -0.0889
H 2.9756 -0.8869 -5.8562
H 0.8693 -0.6358 -4.0982
H 6.7341 -4.3229 5.7029
H 4.0486 -7.1406 5.7242
H -4.1915 7.1303 -1.4266
H 3.8799 7.0149 -3.7346
H -7.4693 3.1039 -0.7589
H 0.9585 4.8859 7.5751
H -4.0181 3.1991 6.3522
H 3.4456 1.9146 4.0281
H -1.2534 -5.4172 -1.0569
H -1.7839 2.3790 -4.3418
H 7.2509 -4.6944 4.0478
H -5.0792 -3.0033 -6.6617
H 6.1416 -5.9129 2.6644
H -1.8874 -1.2084 -5.1655
H 4.8378 2.3801 -0.8866
H -1.5795 -6.9242 -4.6017
H 4.3563 -7.3666 1.7316
H -6.8405 5.9724 -0.4133
H -3.3120 4.7743 4.4573
H -5.9925 -0.2256 0.8128
H -4.9820 -2.7215 0.8501
H 5.0334 -6.2028 6.8086
H 2.4927 -6.0401 2.0168
H -3.7204 0.8989 3.9546
H -5.3083 5.3482 -3.0367
H -2.7006 -1.2030 -0.8230
H -3.2836 -3.0223 0.8269
H 6.1692 -7.4286 3.5125
H 3.7664 0.1149 4.1666
H -2.9627 0.1462 5.3467
H -0.6241 5.5093 7.2277
H 2.3427 -2.6759 3.8994
H 3.8685 5.6495 -5.6824
H -4.9536 -2.6662 3.3358
H 5.4524 -3.7963 -1.9463
H -1.9838 2.0183 6.7683
H -4.1991 -6.0264 -6.2172
H 5.4557 5.8088 -4.8183
H -1.9884 5.5576 -0.6754
H -1.2193 -5.5432 0.6606
H -4.4694 -0.9711 -0.9526
H -0.0411 6.2837 4.1543
H -5.0103 7.4716 0.1079
H 0.6083 -2.2138 -3.3271
H 0.5574 -2.1899 -4.9854
H -1.7180 6.3989 3.7779
H 6.5843 3.5157 -5.4316
H 2.2145 -6.1907 4.8769
H 1.2343 -5.2764 3.7536
H -0.6104 -5.6205 -5.1596
H 2.6954 5.7093 -3.7876
H 5.4055 -0.1215 -1.8866
H -0.2603 -1.3175 3.1623
H -4.6690 -4.0225 -2.7008
H -4.1955 3.3861 -3.2396
H -4.2665 -0.6003 4.6527
H -2.9798 -5.7527 -2.6509
H 5.5064 -0.8366 -3.4002
H 2.6745 2.3630 -2.6264
H -1.2265 6.3031 5.4670
H -2.5081 7.1442 -0.0913
H -2.9540 1.2335 1.9978
H 2.3357 3.3543 -1.2147
H 5.5835 3.6506 -6.8466
H -5.6727 2.3778 -3.1035
H -2.5049 -2.0989 -3.1011
H -4.3491 2.0229 -2.1989
H 5.1556 -3.0468 5.2613
H -2.9771 3.1872 4.2669
H 0.3663 2.1681 8.3589
H -6.8337 4.8528 -2.6223
H 1.2930 3.3405 4.5270
H 5.8410 1.8736 -2.8461
H 5.5038 2.2263 -5.8834
H 3.8135 -0.2284 -4.4523
H -2.2243 2.9273 8.2127
H 0.2584 -5.8638 -0.1903
H 3.7970 -4.0468 -1.8108
H 3.3823 -2.5220 0.0688
H 0.0354 4.0266 2.7770
H 2.1571 -4.1900 -3.8164
H -2.4817 3.4070 -0.8566
H 2.2471 -3.4323 2.2880
H -2.1839 5.8532 1.1088
H 3.9342 -0.9233 -0.2838
H 2.7464 -3.8018 -5.3510
H -4.8519 4.4347 1.9284
H -3.8416 -6.9630 -4.7641
H 2.0069 3.8181 -2.8553
H 5.6887 -7.5937 5.8348

Mulliken atomic charge list, values in e, 99 entries: 1.345 -0.182 -0.075 1.260 -0.458 -0.534 -0.697 2.245 -0.756 -0.990 -0.367 1.171 -0.515 -0.195 -0.160 1.113 0.537 1.315 0.040 -0.919 0.519 -0.426 -2.233 -2.024 -1.718 -1.450 -2.030 0.298 0.430 1.340 -1.602 -1.047 -1.106 -0.895 -1.980 -1.407 1.334 -0.789 0.735 -1.694 -0.852 0.498 -0.697 -1.798 -1.360 -1.397 2.111 -1.740 -1.114 2.123 -2.208 -1.558 -1.697 -1.626 1.593 -1.451 1.779 1.729 0.056 -1.244 1.926 1.485 2.501 -1.400 -1.583 -0.996 -0.946 -1.198 -1.867 -1.383 1.794 -1.986 -0.687 -1.342 -1.079 -1.052 1.620 2.099 -1.622 -1.122 -1.454 -1.096 -2.091 -1.935 -1.244 2.519 -0.701 -0.888 -1.951 -1.591 0.325 0.398 0.417 0.372 -0.029 0.195 0.295 0.287 0.362

> energy of number 2 (C69H142InN7O13)?

-4265.15075 Eh